1.
The following is a quantum chemistry calculation of C9H18F6N6NaO5S2 as an isolated structure in a non-equilibrium geometry, from the OMol25 dataset.

Last column: natural (NBO) charge in e.
Geometry (Å):
Na: 0.24282 1.11986 0.17375  0.86
N: 2.24535 0.02653 1.08697  -0.86
C: 2.70812 -1.28136 0.62504  -0.22
C: 2.29754 -1.53014 -0.82659  -0.22
N: 0.85580 -1.66703 -1.01735  -0.46
C: 0.36859 -2.96877 -0.53721  -0.23
C: -0.53397 -2.93504 0.68380  -0.22
N: -1.84818 -2.39857 0.32544  -0.85
C: 0.43351 -1.38289 -2.38403  -0.22
C: -1.03247 -0.96961 -2.46609  -0.24
N: -1.25232 0.34466 -1.83136  -0.86
H: 2.88501 0.77865 0.85500  0.37
H: 2.01146 0.06180 2.07012  0.39
H: 2.26911 -2.05134 1.26357  0.19
H: 3.79154 -1.40846 0.68916  0.16
H: 2.82673 -2.42560 -1.19336  0.15
H: 2.64543 -0.68099 -1.42248  0.21
H: 1.23015 -3.61639 -0.33105  0.18
H: -0.20071 -3.45534 -1.33639  0.19
H: -0.05604 -2.36843 1.49068  0.19
H: -0.66469 -3.96444 1.02463  0.17
H: -1.72247 -1.41617 0.10403  0.37
H: -2.41336 -2.35804 1.16340  0.36
H: 0.59924 -2.24431 -3.05307  0.16
H: 1.04063 -0.55946 -2.76983  0.21
H: -1.65002 -1.69797 -1.94080  0.21
H: -1.32160 -0.98791 -3.51925  0.16
H: -2.24069 0.55222 -1.76537  0.36
H: -0.84004 1.07098 -2.40652  0.37
F: 3.88486 1.96506 -3.39775  -0.32
C: 3.31100 2.96975 -2.73492  0.71
F: 3.38768 4.07497 -3.46872  -0.31
F: 3.95407 3.15802 -1.58681  -0.31
S: 1.56176 2.54128 -2.41322  2.25
O: 1.63034 1.59528 -1.30654  -0.99
O: 1.07995 2.06491 -3.67817  -0.93
N: 0.91939 3.90835 -1.98317  -1.21
S: 0.46645 3.93058 -0.44076  2.22
O: -0.65307 3.05083 -0.19214  -0.94
O: 1.54925 3.93394 0.50474  -0.92
C: -0.20716 5.62366 -0.39810  0.73
F: -0.53895 5.88302 0.85792  -0.30
F: 0.70867 6.49770 -0.80723  -0.31
F: -1.28491 5.71132 -1.17100  -0.31
O: -1.37243 0.36629 4.36083  -0.72
C: -0.97516 0.48723 3.21470  0.67
N: -0.58173 0.59016 2.08955  -0.90

For the energy above the lowest of the compared OMol25 structures with the same formula, charge and spin, the calculation gives 44.7 kJ/mol. Its multiplicity is 1. As for the charge: -1. As for the largest force on an atom: 1.80 eV/A. Its gap between HOMO and LUMO is 7.31 eV. For the highest occupied orbital energy, the calculation gives -5.033 eV.



2.
The following is a quantum chemistry calculation of a single C9H18INO3Si molecule in a non-equilibrium geometry, from the OMol25 dataset.

Last column: natural (NBO) charge in e.
Geometry (Å):
I: 0.87294 4.75825 -1.94571  0.07
O: -1.14343 -0.50404 -0.59157  -0.91
O: -0.29171 0.10817 1.84760  -0.92
O: 1.48728 0.38538 -0.17732  -0.89
N: 0.67288 -2.41619 0.53561  -0.48
C: -1.12710 4.16857 -1.72793  -0.51
C: -1.63006 -1.59357 0.11942  -0.09
C: 0.76376 -0.62311 2.41644  -0.08
C: 1.62581 -0.64872 -1.10244  -0.10
C: -0.69207 -2.76651 0.05168  -0.23
C: 0.79408 -2.06537 1.97087  -0.24
C: 1.76172 -2.02935 -0.46991  -0.23
C: -1.14871 2.69653 -1.32510  -0.43
C: -0.60294 2.40558 0.06247  -0.96
Si: -0.14511 0.58553 0.25029  2.33
H: -1.60153 4.84270 -1.02813  0.22
H: -1.58965 4.27959 -2.69449  0.22
H: -2.59443 -1.91719 -0.28687  0.17
H: -1.80684 -1.19936 1.13685  0.19
H: 1.74111 -0.12857 2.13825  0.18
H: 0.67978 -0.63627 3.51990  0.18
H: 2.51311 -0.43121 -1.73608  0.18
H: 0.77505 -0.61473 -1.83887  0.18
H: -0.59111 -3.07984 -0.99587  0.20
H: -1.00708 -3.64152 0.60230  0.20
H: 1.70936 -2.53610 2.34337  0.20
H: -0.03549 -2.56476 2.44879  0.19
H: 1.68490 -2.78956 -1.25175  0.20
H: 2.73333 -2.16062 0.02279  0.20
H: -2.18831 2.34809 -1.35707  0.22
H: -0.63640 2.14833 -2.13874  0.21
H: 0.32311 2.93649 0.33196  0.26
H: -1.30626 2.68339 0.86928  0.25

The SMILES is ICCC[Si]12OCCN(CCO1)CCO2. For the energy above the lowest of the compared OMol25 structures with the same formula, charge and spin, the calculation gives 33.5 kJ/mol. Its multiplicity is 1. As for the largest force on an atom: 2.44 eV/A. Its gap between HOMO and LUMO is 8.81 eV. For the highest occupied orbital energy, the calculation gives -8.172 eV.



| no. | electronic energy (a.u.) |
| --- | --- |
| 1 | -2616.5129 |
| 2 | -1221.4931 |